[1]
The following is a quantum chemistry calculation of C4H11NS in the gas phase at a distorted geometry, from OMol25.

Element x y z (Å)
S  -0.062437  -2.203401  -1.911218
N  0.143967  -0.327108  1.219065
C  0.081164  -0.051692  -0.214927
C  -0.515463  1.384204  -0.557790
C  -0.962106  -1.047312  -0.785854
C  1.400317  0.083878  1.865981
H  -1.067587  1.634696  -1.467052
H  -0.609566  0.229157  1.610459
H  1.015316  -0.091360  -0.760601
H  -0.587199  -1.838521  -3.102514
H  -1.171131  1.787232  0.216869
H  1.758346  1.031244  1.398273
H  1.310131  0.295192  2.913251
H  0.392332  1.988559  -0.654746
H  -1.763099  -0.597653  -1.372936
H  2.140695  -0.670485  1.622542
H  -1.503680  -1.606630  -0.018802

Cartesian forces (eV/Å) of the 2 atoms listed first:
S -0.4409 -0.3370 -0.1526
N 0.4261 0.6706 0.4166

Summary:
Energy relative to the best compared isomer or geometry (same formula, charge and spin) in eV: 1.2191
HOMO level in eV: -8.638
SMILES: CN[C@H](C)CS

Here are the natural (NBO) charges for atoms 1 to 8, given in e: number 1, S, carries -0.079; number 2, N, carries -0.621; number 3, C, carries -0.069; number 4, C, carries -0.649; number 5, C, carries -0.499; number 6, C, carries -0.410; number 7, H, carries 0.219; number 8, H, carries 0.349

=====

[2]
The following is a quantum chemistry calculation of 2 unconnected molecules or ions with the total composition C4H11NS at a distorted geometry, from OMol25.

Element x y z (Å)
S  1.747028  -0.825786  -1.944825
N  -1.032611  0.809445  0.937593
C  0.264737  0.206653  0.423089
C  0.209998  -0.387756  -1.058427
C  -0.849768  1.322587  2.194987
C  -2.094375  -0.148693  0.961286
H  -0.058263  2.071017  2.142922
H  -1.873248  1.891690  2.496577
H  0.394517  -0.803276  0.956253
H  -2.219649  -0.555090  0.031705
H  -2.961500  0.335182  1.399302
H  -1.762808  -0.969460  1.716442
H  1.064968  1.118130  0.464773
H  -0.601061  0.526838  2.983998
H  2.968378  -1.154718  -0.220828
H  -0.473425  -1.291100  -0.901550
H  -0.385629  0.420511  -1.641164

Cartesian forces (eV/Å) of the 2 atoms listed first:
S 1.2868 -0.0706 3.6500
N 1.2847 -1.3224 -3.5745

Summary:
Energy relative to the best compared isomer or geometry (same formula, charge and spin) in eV: 4.7783
HOMO level in eV: -8.829

Here are the natural (NBO) charges for atoms 1 to 8, given in e: number 1, S, carries 0.036; number 2, N, carries -0.446; number 3, C, carries -0.232; number 4, C, carries -0.599; number 5, C, carries -0.398; number 6, C, carries -0.403; number 7, H, carries 0.203; number 8, H, carries 0.195

=====

[3]
The following is a quantum chemistry calculation of a gas-phase ion, C4H11NS2 (charge -1) at a distorted geometry, from OMol25.

Element x y z (Å)
S  -0.855950  0.178329  -2.205960
S  -1.952714  -0.068795  -0.079079
N  1.542118  -0.805337  0.564680
C  0.271715  1.241967  1.273851
C  2.873860  -1.394229  0.286892
C  -0.898429  0.275894  1.466575
C  1.590076  0.371157  1.405963
H  1.475968  0.160684  2.486134
H  0.353521  2.159194  1.854328
H  0.297489  1.491076  0.194249
H  -0.623386  -0.699425  1.832857
H  2.503371  0.956003  1.331787
H  3.026119  -1.366309  -0.789055
H  -1.646891  0.677575  2.167120
H  2.923397  -2.301407  0.888504
H  3.671054  -0.714989  0.644585
H  -1.571254  1.265124  -2.525464
H  1.099461  -0.555006  -0.315293

Cartesian forces (eV/Å) of the 2 atoms listed first:
S 0.7462 0.0863 -1.3846
S -0.2666 -0.0186 1.9104

Summary:
Energy relative to the best compared isomer or geometry (same formula, charge and spin) in eV: 0.6489
HOMO level (alpha / beta) in eV: -1.168 / -3.280
⟨S²⟩: 0.754
Net charge: -1
Spin multiplicity: 2

Here are the natural (NBO) charges for atoms 1 to 8, given in e: number 1, S, carries -0.599; number 2, S, carries -0.322; number 3, N, carries -0.647; number 4, C, carries -0.439; number 5, C, carries -0.420; number 6, C, carries -0.531; number 7, C, carries -0.204; number 8, H, carries 0.155

=====

[4]
The following is a quantum chemistry calculation of C4H11NS2 in the gas phase at a distorted geometry, from OMol25.

Element x y z (Å)
S  -1.703996  1.389997  -1.774374
S  -0.035899  0.084407  -1.710981
N  1.437223  -1.194421  1.812323
C  1.567125  -2.401535  2.657865
C  0.714680  0.918485  -0.247033
C  -0.022108  0.693774  1.044943
C  -0.018657  -0.802857  1.471256
H  -1.126999  0.986110  1.017910
H  0.975453  2.065606  -0.551930
H  2.493766  -2.900018  2.375687
H  0.747714  -2.978420  2.057137
H  1.564076  -0.321670  2.318488
H  -0.700832  -1.022678  2.266926
H  -2.680834  0.714302  -2.424472
H  1.589477  0.424979  0.023010
H  0.411862  1.211708  1.932163
H  1.547264  -2.306154  3.822265
H  -0.489424  -1.550480  0.680063

Cartesian forces (eV/Å) of the 2 atoms listed first:
S 0.0485 0.3354 -0.0882
S -0.1588 0.4633 0.4063

Summary:
Energy relative to the best compared isomer or geometry (same formula, charge and spin) in eV: 2.3663
HOMO level in eV: -8.290
SMILES: CNCCCSS

Here are the natural (NBO) charges for atoms 1 to 8, given in e: number 1, S, carries -0.189; number 2, S, carries 0.103; number 3, N, carries -0.640; number 4, C, carries -0.435; number 5, C, carries -0.543; number 6, C, carries -0.445; number 7, C, carries -0.234; number 8, H, carries 0.231

=====

[5]
The following is a quantum chemistry calculation of a gas-phase ion, C4H11NS2 (charge +1) at a distorted geometry, from OMol25.

Element x y z (Å)
S  -0.681600  0.109620  1.150679
S  0.908498  -0.833162  0.371577
N  3.002898  0.929465  -1.064835
C  -2.157865  -0.335110  0.180958
C  0.891392  -0.239633  -1.345504
C  1.564948  1.147996  -1.357106
C  -3.288729  -0.634555  1.158334
H  3.079418  0.704439  -0.074111
H  -3.315745  -1.688772  1.417398
H  -2.314804  0.404541  -0.605648
H  -1.957968  -1.219354  -0.425468
H  -4.243706  -0.325704  0.732616
H  1.561999  -0.823370  -1.972017
H  3.433457  1.853759  -1.038706
H  1.541244  1.617295  -2.330974
H  1.116178  1.819189  -0.616029
H  -3.217837  -0.018383  2.058037
H  -0.124515  -0.286673  -1.736002

Cartesian forces (eV/Å) of the 2 atoms listed first:
S 0.3815 -0.7492 0.1288
S -0.3241 0.4666 -0.0723

Summary:
Energy relative to the best compared isomer or geometry (same formula, charge and spin) in eV: 0.1224
HOMO level (alpha / beta) in eV: -13.804 / -13.774
⟨S²⟩: 0.755
Net charge: +1
Spin multiplicity: 2

Here are the natural (NBO) charges for atoms 1 to 8, given in e: number 1, S, carries 0.434; number 2, S, carries 0.445; number 3, N, carries -0.803; number 4, C, carries -0.557; number 5, C, carries -0.566; number 6, C, carries -0.237; number 7, C, carries -0.632; number 8, H, carries 0.345

=====

[6]
The following is a quantum chemistry calculation of C4H11O2P in the gas phase at a distorted geometry, from OMol25.

Element x y z (Å)
P  0.448702  -0.369485  0.579426
O  -1.581379  -1.562557  -0.578691
O  0.285922  -0.735640  1.966349
C  1.526298  -1.792996  -0.458576
C  1.508533  1.108449  0.345666
C  -1.206504  -0.251504  -0.300400
C  -2.175104  0.485377  0.560537
H  -3.174788  0.516746  0.266211
H  1.066996  1.812685  -0.381062
H  -1.690902  -2.037424  0.236696
H  1.456281  1.598102  1.371074
H  -0.982382  0.303585  -1.304240
H  -2.013618  1.655333  0.693245
H  2.458162  -2.090231  0.110871
H  -2.326688  -0.002074  1.509045
H  1.718369  -1.529697  -1.482896
H  0.999581  -2.828825  -0.346076
H  2.452667  0.899482  0.070937

Cartesian forces (eV/Å) of the 2 atoms listed first:
P 2.5516 -1.4183 -3.8799
O -0.4351 -0.1513 -1.0711

Summary:
Energy relative to the best compared isomer or geometry (same formula, charge and spin) in eV: 0.2846
HOMO level in eV: -9.632
SMILES: C[C@H](O)P(C)(C)=O

Here are the natural (NBO) charges for atoms 1 to 8, given in e: number 1, P, carries 1.859; number 2, O, carries -0.702; number 3, O, carries -1.109; number 4, C, carries -0.951; number 5, C, carries -1.002; number 6, C, carries -0.212; number 7, C, carries -0.663; number 8, H, carries 0.228

=====

| no. | electronic energy (Eh) |
| --- | --- |
| 1 | -611.89732 |
| 2 | -611.76652 |
| 3 | -1010.09551 |
| 4 | -1010.05142 |
| 5 | -1009.82219 |
| 6 | -650.81567 |